{
  "formula": "C3H11N2O",
  "method": "ωB97M-V/def2-TZVPD",
  "max_force_ev_per_a": 6.62,
  "molar_mass_g_mol": 91.13,
  "charge": 1,
  "relative_energy_kcal_mol": 71.7,
  "orbital_gap_ha": 0.36630,
  "species": ["C", "N", "H", "H", "H", "H", "H", "H", "C", "C", "O", "N", "H", "H", "H", "H", "H"],
  "xyz": [[-2.24203, 1.37266, 1.59632], [-1.26741, 0.68581, 0.73770], [-1.13643, -0.23993, 1.20892], [-1.80846, 0.68828, -0.34413], [-0.40108, 1.17195, 0.77064], [-2.16899, 1.37847, 2.63238], [-3.26584, 0.86504, 1.56649], [-2.14271, 2.50253, 1.24871], [2.21848, -0.83030, -1.86069], [1.25252, -0.50647, -0.92653], [0.62503, 0.53252, -1.04737], [1.05010, -1.43401, 0.06736], [3.21128, -1.31074, -1.43442], [2.44437, 0.22086, -2.34541], [0.80910, -1.08372, 0.92510], [0.96769, -2.50643, -0.12609], [1.85439, -1.50652, -2.66898]]
}

---

{
  "formula": "C3H11N2O",
  "method": "ωB97M-V/def2-TZVPD",
  "max_force_ev_per_a": 4.72,
  "molar_mass_g_mol": 91.13,
  "charge": 1,
  "relative_energy_kcal_mol": 68.6,
  "orbital_gap_ha": 0.33557,
  "species": ["C", "C", "C", "N", "N", "H", "H", "H", "H", "H", "H", "H", "H", "H", "H", "H", "O"],
  "xyz": [[0.89494, -0.16300, 2.21887], [0.39731, 0.27190, 0.82266], [0.99268, -0.20821, -0.30926], [0.69029, 0.07237, -1.79335], [-0.50445, 1.26743, 0.65890], [1.75618, 0.49749, 2.33950], [0.97701, -1.41332, 2.33919], [0.15365, 0.03269, 3.08199], [1.84874, -0.97353, -0.32810], [-0.20814, 0.30923, -2.11566], [0.94740, -0.77061, -2.27016], [1.47394, 0.77201, -2.08174], [-0.60988, 1.87043, 1.49132], [-0.95530, 1.55604, -0.24463], [-2.32576, -1.27026, -0.16865], [-2.77625, -1.16984, -1.61750], [-1.91151, -1.02788, -1.10976]]
}

---

{
  "formula": "C3H11N2O",
  "method": "ωB97M-V/def2-TZVPD",
  "max_force_ev_per_a": 1.18,
  "molar_mass_g_mol": 91.13,
  "charge": 1,
  "relative_energy_kcal_mol": 33.2,
  "orbital_gap_ha": 0.36989,
  "species": ["C", "C", "C", "N", "N", "H", "H", "H", "H", "H", "H", "H", "H", "H", "H", "H", "O"],
  "xyz": [[0.86726, -1.32570, 1.77117], [0.43919, -0.06505, 1.11474], [-0.20300, -0.03624, -0.06278], [-0.10213, 1.17363, -0.90669], [0.75415, 1.14665, 1.72539], [0.21768, -1.57443, 2.60964], [1.89392, -1.23576, 2.09694], [0.79354, -2.13936, 1.04717], [-0.50211, -0.88989, -0.64205], [0.50337, 1.83132, -0.39523], [-0.99892, 1.64249, -1.05892], [0.28021, 0.98511, -1.83261], [-0.01321, 1.78578, 1.84753], [1.42573, 1.09548, 2.47511], [-1.80614, -0.31591, -3.92127], [-1.64956, -1.49790, -2.86306], [-1.89999, -0.58022, -3.00506]]
}

---

{
  "formula": "C3H11N2O",
  "method": "ωB97M-V/def2-TZVPD",
  "max_force_ev_per_a": 1.28,
  "molar_mass_g_mol": 91.13,
  "charge": 1,
  "relative_energy_kcal_mol": 10.7,
  "orbital_gap_ha": 0.39102,
  "species": ["C", "C", "O", "N", "H", "H", "H", "H", "H", "C", "N", "H", "H", "H", "H", "H", "H"],
  "xyz": [[-0.53907, -2.01317, 0.84997], [-0.85537, -0.98640, -0.19251], [-0.61471, 0.20690, -0.00853], [-1.39814, -1.41934, -1.35818], [-0.02293, -1.57802, 1.68970], [0.10554, -2.80165, 0.45181], [-2.03061, -0.78393, -1.83243], [-1.77433, -2.35913, -1.38062], [-1.43228, -2.58621, 1.08705], [1.60796, 1.75836, 1.09022], [1.49400, 2.06086, -0.36387], [1.01600, 1.25571, -0.80093], [2.39156, 2.10762, -0.84500], [0.91213, 2.85812, -0.61175], [0.93288, 2.37458, 1.66628], [2.60206, 1.80801, 1.52189], [1.21624, 0.75072, 1.19662]]
}

---

{
  "formula": "C3H11N2O",
  "method": "ωB97M-V/def2-TZVPD",
  "max_force_ev_per_a": 2.23,
  "molar_mass_g_mol": 91.13,
  "charge": 1,
  "relative_energy_kcal_mol": 31.2,
  "orbital_gap_ha": 0.36313,
  "species": ["C", "C", "N", "C", "N", "H", "H", "H", "H", "H", "H", "H", "H", "H", "H", "H", "O"],
  "xyz": [[-1.34257, 1.62418, -0.37555], [-0.31217, 0.57232, 0.03922], [-0.92095, -0.18135, 1.16259], [-0.55174, -1.38406, 1.55146], [-1.25262, -2.23809, 2.24787], [-1.78264, 2.16305, 0.47680], [-0.85441, 2.44427, -0.89460], [-2.13144, 1.20778, -1.00024], [-0.03930, 0.02595, -0.86810], [0.64612, 1.00526, 0.32629], [-1.92673, -0.03049, 1.13138], [0.51889, -1.54556, 1.45826], [-2.19430, -2.34012, 2.62704], [-0.67009, -2.96787, 2.65140], [4.04887, 0.22337, -4.17730], [4.80315, 0.92318, -3.08817], [3.96193, 0.49817, -3.26835]]
}

---

{
  "formula": "C3H11N2O",
  "method": "ωB97M-V/def2-TZVPD",
  "max_force_ev_per_a": 2.37,
  "molar_mass_g_mol": 91.13,
  "charge": 1,
  "relative_energy_kcal_mol": 13.6,
  "orbital_gap_ha": 0.42058,
  "species": ["C", "C", "N", "C", "N", "H", "H", "H", "H", "H", "H", "H", "H", "H", "H", "H", "O"],
  "xyz": [[-2.58068, 1.91370, -0.60828], [-1.91811, 0.68069, -0.07820], [1.52226, -0.55068, -0.63240], [0.28520, -0.39308, -0.20042], [-0.62208, 0.36221, -0.74926], [-2.72807, 1.82811, -1.68249], [-1.98709, 2.77880, -0.31154], [-3.54261, 1.95367, -0.09916], [-2.57030, -0.20872, -0.13831], [-1.73020, 0.61884, 0.99376], [1.82130, 0.00617, -1.41624], [2.13998, -1.03450, 0.01556], [-0.01185, -0.96013, 0.67489], [-0.52510, 0.65092, -1.71179], [2.39097, -2.57309, 2.01751], [3.62009, -1.62130, 2.24092], [2.75004, -1.67323, 1.82459]]
}

---

{
  "formula": "C3H11N2O",
  "method": "ωB97M-V/def2-TZVPD",
  "max_force_ev_per_a": 1.34,
  "molar_mass_g_mol": 91.13,
  "charge": 1,
  "relative_energy_kcal_mol": 40.3,
  "orbital_gap_ha": 0.36649,
  "species": ["C", "C", "C", "N", "N", "H", "H", "H", "H", "H", "H", "H", "H", "H", "H", "H", "O"],
  "xyz": [[-0.50582, 1.33242, -0.85387], [-0.43389, 0.26156, 0.18231], [-1.13803, -0.81979, 0.50410], [-1.95277, -1.46678, -0.40890], [0.58874, 0.60018, 1.23782], [-0.68177, 0.91906, -1.84663], [-1.26566, 2.05547, -0.56940], [0.46826, 1.83001, -0.86463], [-1.19319, -1.16220, 1.54441], [-1.57248, -2.16659, -1.02838], [-2.81340, -1.82749, -0.02607], [0.67532, 1.58864, 1.43231], [0.35424, 0.05738, 2.07192], [1.52599, 0.26516, 0.89710], [2.70751, -1.27736, -0.70990], [2.50028, 0.17464, -1.17029], [2.73666, -0.36430, -0.39190]]
}

---

{
  "formula": "C3H11N2O",
  "method": "ωB97M-V/def2-TZVPD",
  "max_force_ev_per_a": 4.64,
  "molar_mass_g_mol": 91.13,
  "charge": 1,
  "relative_energy_kcal_mol": 154.5,
  "orbital_gap_ha": 0.15015,
  "species": ["N", "C", "C", "O", "C", "N", "H", "H", "H", "H", "H", "H", "H", "H", "H", "H", "H"],
  "xyz": [[-4.72374, -0.32197, 0.21440], [1.19043, 0.61840, -0.47517], [0.05909, -0.21911, -0.26406], [-1.11934, 0.61858, 0.22752], [2.49151, 0.47689, 0.29834], [3.60054, -0.55137, 0.14467], [-4.60560, -1.23663, -0.28107], [-4.74584, 0.39291, -0.50998], [-5.68776, -0.45763, 0.58937], [1.36970, 1.13038, -1.42820], [0.38109, -1.03579, 0.38301], [-0.30896, -0.70633, -1.14420], [-0.75406, 1.54537, 0.31918], [2.89715, 1.49408, 0.40705], [2.12930, 0.20573, 1.38229], [4.40377, -0.58147, -0.50335], [3.42272, -1.37204, 0.64020]]
}